[1]
Molecular formula: C4H9NO2
Method: DFT, ωB97M-V/def2-TZVPD

* relative energy (zero: lowest compared OMol25 entry of this formula, charge and spin): 4.658 eV
* strongest force on any atom: 0.1130 hartree/bohr
* LUMO energy: 0.754 eV
* DFT total energy: -362.91434 hartree
* total charge: 0
* HOMO level: -9.2 eV

Atoms and positions in Å:
C (1.092, -0.193, 0.413)
C (1.567, 1.163, 0.879)
C (-0.679, -0.765, -1.686)
C (-0.597, -0.145, -0.358)
O (-2.867, -0.075, -0.053)
O (1.064, -1.177, 1.370)
N (-1.241, 0.320, 0.555)
H (-3.380, 0.651, 0.326)
H (0.469, -0.909, 2.083)
H (1.684, -0.566, -0.423)
H (0.962, 1.530, 1.708)
H (1.509, 1.879, 0.064)
H (2.597, 1.081, 1.237)
H (-0.566, -1.847, -1.599)
H (0.048, -0.381, -2.398)
H (-1.660, -0.568, -2.118)

Forces on atoms 1 to 3 (eV/Å):
-1.949 0.302 -1.784
-0.216 -0.196 0.111
-1.168 -0.047 -0.503

[2]
Molecular formula: C4H9NO2
Method: DFT, ωB97M-V/def2-TZVPD

* relative energy (zero: lowest compared OMol25 entry of this formula, charge and spin): 2.389 eV
* strongest force on any atom: 0.0330 hartree/bohr
* SMILES string: O=CCCNCO
* LUMO energy: 0.885 eV
* DFT total energy: -362.99774 hartree
* total charge: 0
* HOMO level: -8.8 eV

Atoms and positions in Å:
C (-0.471, 0.287, -0.097)
C (-1.372, -0.927, 0.355)
C (-2.618, -1.088, -0.507)
O (-2.912, -0.364, -1.412)
N (0.785, 0.488, 0.597)
C (2.136, 0.477, 0.129)
O (2.674, 1.782, -0.157)
H (-0.235, 0.158, -1.152)
H (-1.127, 1.135, 0.074)
H (-1.774, -0.962, 1.364)
H (-0.727, -1.825, 0.340)
H (-3.234, -1.924, -0.079)
H (0.687, 1.155, 1.349)
H (2.724, -0.010, 0.911)
H (2.229, -0.093, -0.784)
H (3.235, 1.712, -0.931)

Forces on atoms 1 to 3 (eV/Å):
-0.330 -0.424 0.304
1.344 -0.199 -0.972
1.076 -0.286 1.284

[3]
Molecular formula: C4H9NO2
Method: DFT, ωB97M-V/def2-TZVPD

* relative energy (zero: lowest compared OMol25 entry of this formula, charge and spin): 3.406 eV
* strongest force on any atom: 0.0132 hartree/bohr
* SMILES string: COC/C(C)=N\O
* LUMO energy: 0.905 eV
* DFT total energy: -362.96038 hartree
* total charge: 0
* HOMO level: -9.6 eV

Atoms and positions in Å:
C (-1.261, -0.100, 1.654)
O (0.143, -0.191, 1.595)
C (0.611, -0.815, 0.419)
C (0.561, 0.092, -0.797)
N (0.052, -0.187, -1.932)
O (-0.564, -1.456, -1.955)
C (1.162, 1.458, -0.692)
H (-1.516, 0.299, 2.639)
H (-1.662, 0.575, 0.882)
H (-1.737, -1.086, 1.537)
H (0.079, -1.753, 0.226)
H (1.667, -1.038, 0.603)
H (-1.462, -1.187, -2.185)
H (2.255, 1.400, -0.657)
H (0.814, 1.945, 0.224)
H (0.860, 2.043, -1.563)

Forces on atoms 1 to 3 (eV/Å):
-0.265 0.042 0.027
0.080 0.041 -0.012
0.145 -0.182 -0.160

[4]
Molecular formula: C4H9NO2
Method: DFT, ωB97M-V/def2-TZVPD

* relative energy (zero: lowest compared OMol25 entry of this formula, charge and spin): 8.182 eV
* strongest force on any atom: 0.1167 hartree/bohr
* LUMO energy: 0.885 eV
* DFT total energy: -362.78486 hartree
* total charge: 0
* HOMO level: -7.9 eV

Atoms and positions in Å:
C (0.361, -0.878, 0.075)
C (-1.180, -0.403, 1.125)
C (0.070, 0.002, -0.956)
N (-0.930, 0.693, 1.967)
C (-0.690, 0.798, -1.663)
O (1.741, -0.584, -1.725)
O (2.841, -0.300, -0.816)
H (3.220, 0.478, -1.249)
H (-0.850, 1.590, 1.506)
H (-0.653, 0.480, 2.917)
H (0.260, -1.939, -0.137)
H (1.153, -0.574, 0.756)
H (-2.059, -0.274, 0.499)
H (-1.257, -1.340, 1.673)
H (-1.678, 1.107, -1.340)
H (-0.350, 1.144, -2.633)

Forces on atoms 1 to 3 (eV/Å):
-4.542 0.782 3.843
2.285 -1.407 -0.577
3.266 -0.733 -2.202

[5]
Molecular formula: C4H9NO2
Method: DFT, ωB97M-V/def2-TZVPD

* relative energy (zero: lowest compared OMol25 entry of this formula, charge and spin): 1.939 eV
* strongest force on any atom: 0.0347 hartree/bohr
* SMILES string: NC(=O)CCCO
* LUMO energy: 0.616 eV
* DFT total energy: -363.01428 hartree
* total charge: 0
* HOMO level: -9.6 eV

Atoms and positions in Å:
N (-1.255, -1.283, 0.109)
C (-1.051, -0.778, 1.361)
O (-1.082, -1.462, 2.369)
C (-0.488, 0.613, 1.286)
C (0.886, 0.243, 0.341)
C (0.910, 0.724, -1.148)
O (0.384, -0.208, -2.100)
H (-0.940, -2.222, -0.059)
H (-1.396, -0.687, -0.686)
H (-1.093, 1.315, 0.693)
H (-0.521, 1.042, 2.331)
H (1.716, 0.725, 0.837)
H (1.175, -0.837, 0.287)
H (0.345, 1.659, -1.209)
H (1.954, 0.940, -1.441)
H (0.456, 0.217, -2.970)

Forces on atoms 1 to 3 (eV/Å):
-1.009 -0.772 0.086
0.037 -0.337 -0.106
0.074 0.419 -0.395

[6]
Molecular formula: C4H9NO2
Method: DFT, ωB97M-V/def2-TZVPD

* relative energy (zero: lowest compared OMol25 entry of this formula, charge and spin): 2.832 eV
* strongest force on any atom: 0.0339 hartree/bohr
* SMILES string: CCNC(=O)OC
* LUMO energy: 1.036 eV
* DFT total energy: -362.98144 hartree
* total charge: 0
* HOMO level: -9.5 eV

Atoms and positions in Å:
C (-2.062, 0.738, 1.042)
C (-1.616, -0.564, 0.441)
N (-0.673, -0.091, -1.052)
C (0.554, -0.175, -0.548)
O (0.689, -0.511, 0.621)
O (1.621, 0.108, -1.323)
C (2.840, -0.099, -0.597)
H (-2.510, 1.341, 0.257)
H (-2.797, 0.564, 1.841)
H (-1.220, 1.281, 1.488)
H (-1.180, -1.207, 1.245)
H (-2.328, -1.147, -0.105)
H (-0.756, 0.216, -2.047)
H (3.643, 0.193, -1.269)
H (2.854, 0.505, 0.315)
H (2.940, -1.151, -0.311)

Forces on atoms 1 to 3 (eV/Å):
-0.102 0.076 -0.255
-0.437 0.386 -1.444
0.043 -0.571 1.497

[7]
Molecular formula: C4H9NO2
Method: DFT, ωB97M-V/def2-TZVPD

* relative energy (zero: lowest compared OMol25 entry of this formula, charge and spin): 4.104 eV
* strongest force on any atom: 0.0141 hartree/bohr
* LUMO energy: 0.834 eV
* DFT total energy: -362.93471 hartree
* total charge: 0
* HOMO level: -8.0 eV

Atoms and positions in Å:
C (-1.211, -0.523, 1.467)
C (-0.268, 0.121, 0.447)
C (1.116, -0.386, 0.738)
O (2.198, 0.775, -0.040)
N (-0.760, -0.233, -0.904)
C (-0.286, 0.274, -2.047)
O (0.635, 1.086, -2.149)
H (-2.256, -0.288, 1.241)
H (-0.990, -0.155, 2.473)
H (-1.086, -1.613, 1.473)
H (-0.350, 1.216, 0.523)
H (1.370, -0.095, 1.765)
H (2.450, -0.167, -0.193)
H (1.696, 1.039, -0.865)
H (-1.449, -0.967, -0.981)
H (-0.811, -0.087, -2.947)

Forces on atoms 1 to 3 (eV/Å):
-0.028 -0.029 0.075
-0.026 0.019 0.033
-0.313 0.128 0.249

[8]
Molecular formula: C4H9NO2S
Method: DFT, ωB97M-V/def2-TZVPD

* relative energy (zero: lowest compared OMol25 entry of this formula, charge and spin): 1.162 eV
* strongest force on any atom: 0.0533 hartree/bohr
* SMILES string: O=C(CCS)NCO
* LUMO energy: 0.701 eV
* DFT total energy: -761.22073 hartree
* total charge: 0
* HOMO level: -9.0 eV

Atoms and positions in Å:
O (-1.262, 1.012, -1.293)
C (-1.031, 0.437, -0.256)
N (-2.065, -0.096, 0.479)
C (-1.850, -1.065, 1.518)
O (-1.362, -0.454, 2.726)
C (0.441, 0.044, 0.173)
C (1.404, 0.853, -0.703)
S (2.676, -0.308, -1.452)
H (-2.986, 0.144, 0.162)
H (-1.059, -1.767, 1.274)
H (-2.764, -1.597, 1.775)
H (-1.531, 0.469, 2.718)
H (0.513, -0.974, -0.203)
H (0.452, 0.263, 1.233)
H (0.860, 1.113, -1.607)
H (1.890, 1.709, -0.271)
H (3.783, 0.342, -1.074)

Forces on atoms 1 to 3 (eV/Å):
-0.215 0.724 -0.056
0.534 -1.202 -0.604
0.702 -0.263 0.498

[9]
Molecular formula: C4H9NO2S
Method: DFT, ωB97M-V/def2-TZVPD

* relative energy (zero: lowest compared OMol25 entry of this formula, charge and spin): 3.000 eV
* strongest force on any atom: 0.1112 hartree/bohr
* LUMO energy: 0.595 eV
* DFT total energy: -761.15318 hartree
* total charge: 0
* HOMO level: -9.8 eV

Atoms and positions in Å:
C (-2.825, 0.813, -0.240)
C (-0.844, -0.973, 0.340)
C (0.991, 0.403, 0.879)
C (2.195, 0.205, -0.211)
H (-3.726, 0.887, -0.900)
H (-2.849, 1.252, 0.662)
H (-2.211, 1.524, -0.836)
H (1.140, -0.299, 1.725)
H (0.771, 1.445, 1.234)
H (2.274, 1.092, -0.825)
H (3.192, 0.003, 0.291)
H (2.128, -1.661, -0.413)
H (0.750, -1.045, -1.192)
N (2.037, -0.934, -1.134)
O (-0.189, -1.978, 0.694)
O (-0.319, 0.238, 0.164)
S (-2.516, -0.973, -0.238)

Forces on atoms 1 to 3 (eV/Å):
-0.544 -0.411 -5.181
1.347 -2.563 -0.102
0.453 0.790 -1.254

[10]
Molecular formula: C4H9NO2S
Method: DFT, ωB97M-V/def2-TZVPD

* relative energy (zero: lowest compared OMol25 entry of this formula, charge and spin): 2.773 eV
* strongest force on any atom: 0.0735 hartree/bohr
* SMILES string: O=C[C@H](CS)NCO
* LUMO energy: 0.646 eV
* DFT total energy: -761.16152 hartree
* total charge: 0
* HOMO level: -9.0 eV

Atoms and positions in Å:
O (-1.058, 2.127, -0.393)
C (-0.508, 1.153, -0.812)
C (-0.071, -0.125, 0.070)
C (-0.287, -1.539, -0.523)
S (0.762, -1.963, -1.972)
N (-0.710, -0.092, 1.336)
C (-0.113, 0.835, 2.394)
O (0.985, 1.550, 1.811)
H (-0.200, 1.172, -1.903)
H (1.033, 0.021, 0.288)
H (0.034, -2.321, 0.315)
H (-1.340, -1.674, -0.679)
H (1.096, -0.722, -2.404)
H (-1.768, 0.060, 1.331)
H (-0.882, 1.638, 2.779)
H (0.555, 0.252, 3.102)
H (0.703, 2.272, 1.259)

Forces on atoms 1 to 3 (eV/Å):
-0.304 0.044 0.785
1.228 -1.544 -1.077
0.683 0.795 -0.272

[11]
Molecular formula: C4H9NO3
Method: DFT, ωB97M-V/def2-TZVPD

* relative energy (zero: lowest compared OMol25 entry of this formula, charge and spin): 8.287 eV
* <S²>: 0.758
* strongest force on any atom: 0.1053 hartree/bohr
* LUMO energy (spin up / spin down): 2.746 / 1.979 eV
* multiplicity: 2
* DFT total energy: -437.99478 hartree
* total charge: -1
* HOMO level (spin up / spin down): -3.4 / -3.4 eV

Atoms and positions in Å:
O (-0.142, -2.987, 0.196)
C (1.413, 1.014, 1.018)
N (1.548, 1.667, -0.185)
C (0.243, 0.862, -0.484)
C (-1.205, 1.542, -0.076)
O (-2.201, 0.991, -0.871)
C (0.137, -0.694, -0.420)
O (-0.538, -1.347, -1.406)
H (2.085, 0.281, 1.394)
H (0.944, 1.327, 2.001)
H (0.169, 1.099, -1.612)
H (-1.098, 2.632, -0.261)
H (-1.279, 1.405, 1.054)
H (-0.105, -3.832, 0.703)
H (-0.460, -0.738, 0.454)
H (1.213, -0.925, -0.308)
H (-0.723, -2.297, -1.198)

Forces on atoms 1 to 3 (eV/Å):
0.019 -2.333 1.153
1.739 3.302 -1.512
-1.009 -2.682 3.996

[12]
Molecular formula: C4H9NO3
Method: DFT, ωB97M-V/def2-TZVPD

* relative energy (zero: lowest compared OMol25 entry of this formula, charge and spin): 2.977 eV
* strongest force on any atom: 0.0298 hartree/bohr
* SMILES string: O=CNOCCCO
* LUMO energy: 0.807 eV
* DFT total energy: -438.21965 hartree
* total charge: 0
* HOMO level: -10.2 eV

Atoms and positions in Å:
C (2.699, -0.213, 0.224)
C (1.900, 0.969, -0.407)
C (0.517, 1.138, 0.219)
C (-2.570, -0.066, -0.367)
H (1.311, -1.487, -0.105)
H (3.758, -0.094, -0.089)
H (2.646, -0.121, 1.337)
H (2.425, 1.906, -0.246)
H (1.821, 0.797, -1.501)
H (0.614, 1.286, 1.302)
H (-0.026, 1.989, -0.202)
H (-1.577, -0.475, 1.422)
H (-2.192, 0.190, -1.368)
N (-1.505, 0.024, 0.524)
O (2.273, -1.485, -0.172)
O (-0.263, -0.051, -0.042)
O (-3.700, -0.355, -0.065)

Forces on atoms 1 to 3 (eV/Å):
0.404 1.307 0.259
-0.357 -1.054 -0.063
0.048 0.059 -0.231